Record 1
Below is C40H43AsN3NiO2SSi as an isolated structure in a non-equilibrium geometry, with properties calculated with ωB97M-V/def2-TZVPD.

Each line ends with the Löwdin spin population.
Element x y z (Å)
Ni 1.173 0.087 -0.891  1.623
C 3.825 -2.543 1.571  0.001
C 3.126 -3.743 1.584  -0.002
C 1.896 -3.805 0.945  0.001
C 1.412 -2.723 0.230  0.004
N 2.092 -1.565 0.244  0.053
C 3.248 -1.479 0.895  0.005
C 0.180 -2.696 -0.681  0.010
C -0.621 -3.824 -0.831  0.003
C -1.662 -3.788 -1.756  -0.003
C -1.953 -2.580 -2.401  0.002
C -1.191 -1.441 -2.135  0.005
C -0.047 -1.499 -1.341  0.058
H 4.801 -2.490 2.018  0.000
H 3.425 -4.645 2.069  0.000
H 1.317 -4.733 1.036  0.001
H 3.698 -0.496 0.947  0.002
H -0.399 -4.784 -0.377  0.001
H -2.153 -4.718 -2.058  0.000
H -2.692 -2.553 -3.188  0.001
H -1.483 -0.549 -2.689  0.001
C -5.957 -0.653 -2.886  0.000
C -4.853 0.323 -2.658  0.000
C -4.389 0.611 -1.373  0.000
C -3.231 1.332 -1.196  0.001
C -2.515 1.829 -2.271  0.001
C -2.967 1.588 -3.537  0.000
C -4.146 0.870 -3.696  0.000
S -0.919 2.652 -1.970  0.007
O -1.025 3.048 -0.595  0.001
O -0.739 3.702 -2.947  0.006
N 0.105 1.471 -2.179  0.041
C 0.874 1.205 -3.281  0.001
C 0.703 1.751 -4.580  0.001
C 1.426 1.250 -5.630  -0.002
C 2.320 0.153 -5.388  0.002
C 2.511 -0.233 -4.068  0.004
N 1.781 0.250 -3.025  0.045
H -6.390 -0.626 -3.842  0.000
H -6.762 -0.550 -2.167  0.000
H -5.519 -1.656 -2.780  0.000
H -4.855 0.160 -0.486  0.000
H -2.885 1.549 -0.179  0.000
H -2.370 2.002 -4.345  0.000
H -4.615 0.685 -4.645  0.000
H 0.018 2.554 -4.720  0.000
H 1.322 1.637 -6.658  0.000
H 2.883 -0.200 -6.229  0.000
H 3.237 -0.970 -3.791  0.000
C 2.251 3.582 -0.979  0.003
Si 2.761 1.877 -0.340  0.026
C 4.632 1.775 -0.936  0.007
C 3.153 2.239 1.478  0.009
C 4.254 1.767 2.216  0.005
C 4.459 2.104 3.546  0.000
C 3.569 2.916 4.207  0.005
C 2.450 3.375 3.498  0.000
C 2.241 3.068 2.177  0.004
H 3.000 4.374 -0.818  0.001
H 1.297 3.946 -0.577  0.000
H 2.114 3.650 -2.094  0.000
H 5.305 2.527 -0.532  0.002
H 4.699 1.875 -2.017  0.000
H 5.000 0.749 -0.704  0.001
H 5.006 1.218 1.638  0.000
H 5.378 1.785 4.045  0.000
H 3.723 3.200 5.227  0.000
H 1.774 4.062 3.971  0.000
H 1.354 3.452 1.654  0.000
C -1.427 1.969 2.341  0.016
As -0.604 0.401 1.375  0.035
C 0.710 -0.136 2.728  -0.003
C -2.049 -0.999 1.569  0.008
C -2.227 -1.709 2.876  0.001
C -2.592 -1.051 4.033  0.001
C -2.943 -1.743 5.200  0.000
C -2.985 -3.144 5.235  0.001
C -2.606 -3.808 4.072  0.000
C -2.214 -3.115 2.923  0.001
H -2.456 2.027 2.042  0.000
H -0.906 2.887 2.048  0.000
H -1.391 1.840 3.406  0.002
H 0.301 0.136 3.715  0.000
H 1.606 0.474 2.535  0.000
H 0.929 -1.207 2.684  0.000
H -1.923 -1.734 0.788  0.000
H -2.960 -0.416 1.308  0.000
H -2.617 0.071 4.102  0.000
H -3.246 -1.221 6.078  0.000
H -3.345 -3.662 6.119  0.000
H -2.518 -4.894 4.090  0.000
H -1.993 -3.675 2.006  0.000

Values from the calculation:
spin multiplicity = 3
net charge = -1
HOMO level (spin up / spin down) = -3.3 / -4.3 eV
⟨S²⟩ = 2.01
electronic energy = -6296.60218 Eh

***

Record 2
Below is the molecule C3H5NO in a non-equilibrium geometry, with properties calculated with ωB97M-V/def2-TZVPD.

Each line ends with the Mulliken charge.
Element x y z (Å)
N -1.744 0.657 0.145  -0.496
C -0.531 0.375 -0.350  0.171
C 0.479 -0.058 0.353  -0.569
C 1.681 -0.765 -0.079  -0.151
O 2.683 -0.811 0.577  -0.497
H -2.047 0.058 0.859  0.258
H -2.502 0.848 -0.498  0.248
H -0.254 0.657 -1.380  0.300
H 0.617 0.344 1.340  0.323
H 1.618 -1.306 -0.966  0.412

Values from the calculation:
spin multiplicity = 1
net charge = 0
HOMO level = -8.6 eV
energy relative to the best compared isomer or geometry (same formula, charge and spin) = 36.1 kcal per mole
electronic energy = -247.24973 Eh

***

Record 3
Below is C16H29BMgN2O4 as an isolated structure in a non-equilibrium geometry, with properties calculated with ωB97M-V/def2-TZVPD.

Each line ends with the Mulliken charge.
Element x y z (Å)
C -5.970 0.367 4.066  -1.199
C -6.099 0.374 2.521  -0.044
C -5.232 -0.689 1.853  -0.711
C -3.724 -0.329 1.875  -0.302
C -2.976 -1.121 0.779  -0.982
C -1.457 -1.276 1.070  -1.185
C -0.620 -0.885 -0.157  0.010
C -1.058 -1.731 -1.292  -0.022
N -1.349 -2.258 -2.270  -0.523
C 0.914 -1.058 0.023  1.992
C 1.279 -2.479 -0.037  -0.540
N 1.410 -3.616 0.053  -0.532
C 1.629 -0.293 -1.168  -1.373
O 2.747 -1.006 -1.595  -0.273
C 3.944 -0.314 -1.823  -0.267
C 4.347 -0.438 -3.327  -0.685
O 3.822 0.626 -4.073  -0.305
C 4.605 1.807 -4.046  -0.208
C 3.739 2.993 -4.470  -1.145
B 1.528 -0.445 1.365  0.680
O 0.859 0.512 2.085  -0.593
O 2.781 -0.869 1.757  -0.506
C 3.782 0.162 1.831  -0.767
H -5.920 -0.664 4.405  0.317
H -5.041 0.858 4.359  0.440
H -6.821 0.862 4.532  0.436
H -7.146 0.335 2.207  0.777
H -5.629 1.360 2.187  -0.352
H -5.526 -0.859 0.817  0.395
H -5.346 -1.615 2.418  0.348
H -3.605 0.746 1.656  0.046
H -3.292 -0.564 2.847  0.427
H -3.448 -2.094 0.646  0.433
H -3.111 -0.567 -0.154  0.490
H -1.263 -2.312 1.350  0.401
H -1.211 -0.654 1.928  0.574
H -0.832 0.152 -0.424  0.489
H 0.906 -0.225 -1.991  0.532
H 1.871 0.727 -0.850  0.438
H 4.735 -0.794 -1.239  0.276
H 3.875 0.748 -1.582  0.322
H 5.433 -0.511 -3.424  0.401
H 3.875 -1.348 -3.695  0.342
H 5.010 1.994 -3.042  0.307
H 5.466 1.693 -4.714  0.366
H 3.765 3.112 -5.550  0.305
H 4.089 3.904 -3.986  0.355
H 2.715 2.817 -4.142  0.289
H 1.339 0.646 2.914  0.300
H 3.647 0.923 1.058  0.299
H 3.755 0.674 2.796  0.355
H 4.750 -0.315 1.707  0.236
Mg -5.938 2.937 1.946  1.135

Values from the calculation:
spin multiplicity = 1
net charge = +2
HOMO level = -13.1 eV
electronic energy = -1261.72685 Eh

***

Record 4
Below is the molecule C6H12 in a non-equilibrium geometry, with properties calculated with ωB97M-V/def2-TZVPD.

Each line ends with the Mulliken charge.
Element x y z (Å)
C 1.439 -1.557 -1.077  -1.363
C 0.143 -1.051 -0.493  0.013
C -0.440 0.240 -1.037  -0.870
C -1.106 0.950 0.178  -0.124
C -0.781 0.528 1.678  -0.667
C -0.125 1.685 1.021  -0.465
H 1.334 -1.937 -2.094  0.342
H 1.815 -2.352 -0.426  0.356
H 2.185 -0.751 -1.070  0.310
H 0.377 -0.857 0.551  -0.006
H -0.661 -1.799 -0.485  0.366
H 0.359 0.863 -1.487  0.323
H -1.134 0.060 -1.876  0.398
H -2.102 1.314 -0.024  0.401
H -0.470 -0.473 1.869  0.230
H -1.239 0.838 2.617  0.264
H 0.912 1.700 0.704  0.216
H -0.504 2.601 1.451  0.277

Values from the calculation:
spin multiplicity = 1
net charge = 0
HOMO level = -9.7 eV
energy relative to the best compared isomer or geometry (same formula, charge and spin) = 52.6 kcal per mole
electronic energy = -235.73432 Eh

***

Record 5
Below is C29H23Br2GaN7O3S as an isolated structure, with properties calculated with ωB97M-V/def2-TZVPD.

Each line ends with the Mulliken charge.
Element x y z (Å)
Ga 0.507 0.341 -0.014  0.651
C 1.165 -1.514 -3.004  -1.165
C 2.342 -0.954 -2.265  0.987
C 3.617 -1.011 -2.870  -1.020
C 4.718 -0.554 -2.213  -0.949
C 4.592 -0.024 -0.910  0.697
C 5.658 0.459 -0.113  -0.069
Br 7.428 0.427 -0.772  -0.201
C 5.419 0.953 1.135  -0.302
C 4.108 1.000 1.650  -0.094
Br 3.824 1.701 3.372  -0.155
C 3.032 0.555 0.922  -0.113
O 1.784 0.581 1.345  -0.455
C 3.296 0.021 -0.375  0.435
N 2.194 -0.437 -1.059  0.288
H 1.488 -2.359 -3.611  0.632
H 0.747 -0.762 -3.678  0.115
H 0.378 -1.842 -2.330  -0.039
H 3.700 -1.434 -3.861  0.553
H 5.695 -0.601 -2.674  0.380
H 6.235 1.319 1.741  0.432
N -0.795 1.534 1.210  -0.287
C -1.422 0.694 2.206  0.047
C -2.159 1.165 3.249  -0.545
C -2.741 0.271 4.178  -0.740
C -2.576 -1.075 4.041  -0.992
C -1.805 -1.592 2.972  0.430
C -1.574 -2.972 2.774  -0.604
C -0.804 -3.393 1.729  -1.145
C -0.249 -2.433 0.870  0.146
N -0.448 -1.145 1.027  0.351
C -1.221 -0.700 2.059  0.409
H -1.484 1.993 0.614  0.412
H -0.229 2.263 1.641  0.399
H -2.305 2.232 3.364  0.526
H -3.324 0.668 4.997  0.423
H -3.025 -1.763 4.746  0.441
H -2.011 -3.686 3.463  0.455
H -0.607 -4.441 1.556  0.477
H 0.371 -2.731 0.033  0.451
N 1.902 2.589 -7.376  -0.495
C 1.382 2.488 -6.116  1.104
C 2.223 2.284 -5.013  -0.953
C 1.697 2.154 -3.746  -0.064
C 0.314 2.216 -3.564  -0.707
C -0.537 2.432 -4.648  -0.369
C -0.005 2.561 -5.910  -0.840
S -0.319 2.044 -1.965  1.654
O 0.835 2.158 -1.031  -0.770
O -1.421 2.930 -1.731  -0.809
N -0.677 0.500 -1.613  -0.067
C -1.747 -0.177 -2.179  0.607
N -1.975 -1.396 -1.687  -0.290
C -3.013 -2.046 -2.208  -0.254
C -3.808 -1.512 -3.205  -0.870
C -3.460 -0.248 -3.646  -0.208
N -2.434 0.430 -3.142  -0.433
H 2.886 2.761 -7.484  0.220
H 1.317 2.932 -8.117  0.215
H 3.296 2.242 -5.157  0.325
H 2.353 2.015 -2.898  0.574
H -1.604 2.500 -4.489  0.533
H -0.661 2.732 -6.754  0.306
H -3.204 -3.037 -1.813  0.464
H -4.645 -2.053 -3.620  0.416
H -4.018 0.243 -4.435  0.450

Values from the calculation:
spin multiplicity = 1
net charge = +1
HOMO level = -10.3 eV
energy relative to the best compared isomer or geometry (same formula, charge and spin) = 0.0 kcal per mole
electronic energy = -9198.92424 Eh